58
Properties=species:S:1:pos:R:3 method="wB97M-V/def2-TZVPD" lumo_ha=-0.1054 charge=+1 gap_ev=9.832 e_above_lowest_kcal_mol=62.1 mol_weight_g_mol=343.29
O -2.95 1.94 -0.65
H -3.84 2.29 -0.76
H -2.32 2.59 -0.33
O -2.79 -2.43 -0.76
H -3.10 -3.24 -1.19
H -3.59 -2.24 -0.23
O -1.03 3.03 2.58
H -1.06 3.35 3.49
H -1.63 2.28 2.50
O 1.78 2.91 -1.55
H 1.08 3.28 -1.01
H 1.74 3.36 -2.40
O 0.10 -1.71 0.19
H 0.13 -2.65 0.42
H -0.42 -1.62 -0.62
O -1.87 1.25 -3.23
H -2.63 0.67 -3.32
H -2.32 2.11 -3.19
O 1.36 0.38 4.29
H 0.84 -0.20 4.81
H 0.97 1.24 4.11
O -0.46 0.94 0.26
H -0.36 1.25 1.16
O 4.67 1.15 0.82
H 5.28 1.09 0.08
H 4.72 0.39 1.39
O 0.33 -4.53 0.41
H 0.80 -4.79 -0.38
H 1.01 -2.44 -2.44
O -3.52 -1.70 1.62
H -3.30 -2.62 1.67
H -4.42 -1.57 1.92
O 2.13 3.35 0.97
H 2.70 4.10 0.77
H 2.71 2.71 0.55
O 2.21 0.17 -0.90
H -0.58 -4.82 0.36
H 2.38 -0.67 -0.46
O 3.04 -0.64 2.04
H 2.08 -0.62 2.08
H 3.01 -0.62 3.02
O -3.91 -0.56 -2.50
H -4.33 -0.77 -1.67
H -3.84 -1.39 -2.95
O -1.58 0.04 2.54
H -1.52 -0.84 2.93
H -2.49 -0.09 2.20
O 0.05 0.72 -2.01
H 0.19 1.24 -2.81
H -0.78 1.11 -1.68
O 0.14 -2.84 -2.37
H 0.22 -3.79 -2.34
H 0.62 0.47 -1.19
O 4.43 0.07 -2.12
H 3.57 -0.17 -2.41
H 4.60 -0.82 -1.78
H 2.25 0.92 -0.31
H -0.50 -0.03 0.40

---

12
Properties=species:S:1:pos:R:3 method="wB97M-V/def2-TZVPD" lumo_ha=0.0967 charge=-1 gap_ev=6.468 e_above_lowest_kcal_mol=20.7 mol_weight_g_mol=92.07
C 0.00 0.91 -2.67
N -0.98 -0.03 -2.27
C -1.85 0.34 -1.19
O -2.97 -0.23 -1.23
O -1.42 1.19 -0.39
H -0.42 1.88 -3.06
H 0.57 1.29 -1.84
H 0.65 0.68 -3.52
H -1.49 -0.48 -3.02
H 2.05 -2.00 6.85
H 3.14 -1.34 6.14
O 2.72 -2.20 6.19

---

16
Properties=species:S:1:pos:R:3 method="wB97M-V/def2-TZVPD" lumo_ha=-0.1765 charge=+1 gap_ev=9.477 e_above_lowest_kcal_mol=12.6 mol_weight_g_mol=135.57
C 0.97 0.76 -1.45
C -0.76 -0.24 -0.13
C -0.79 -1.09 1.11
C 2.22 1.56 -1.33
C -1.93 -1.96 1.45
O 0.47 0.45 -0.20
O 0.43 0.40 -2.45
Cl -0.53 -2.93 0.88
H -0.94 -0.78 -1.07
H -1.57 0.50 -0.02
H -0.14 -0.74 1.90
H 2.12 2.29 -0.53
H 2.42 2.05 -2.27
H 3.04 0.90 -1.09
H -2.77 -1.99 0.76
H -2.18 -2.12 2.49